1.
{
  "formula": "C2H2OS",
  "method": "ωB97M-V/def2-TZVPD",
  "relative_energy_ev": 5.853,
  "e_homo_ev": [-9.35, -9.44],
  "multiplicity": 1,
  "homo_lumo_gap_ev": [6.698, 6.921],
  "elements": ["C", "C", "O", "S", "H", "H"],
  "coordinates": [[0.71674, 0.12472, 0.09187], [-0.49729, -0.17976, 0.06936], [-2.58420, -0.62375, 0.04634], [2.36974, -0.16662, -0.06611], [-2.76716, -0.08971, -0.72594], [2.76217, 0.93512, 0.58448]]
}

***

2.
{
  "formula": "C10H14BBeIN6",
  "method": "ωB97M-V/def2-TZVPD",
  "relative_energy_ev": 6.104,
  "e_homo_ev": [-7.19, -7.31],
  "multiplicity": 1,
  "homo_lumo_gap_ev": [5.988, 6.428],
  "elements": ["H", "N", "B", "N", "C", "Be", "H", "C", "H", "C", "H", "C", "H", "H", "H", "N", "N", "N", "N", "C", "C", "H", "H", "C", "C", "C", "C", "H", "H", "H", "H", "H", "I"],
  "coordinates": [[0.92140, 3.11182, 0.25470], [0.41866, 1.65000, -1.18114], [0.17244, 0.34545, -3.32181], [0.50723, 1.63686, -2.54080], [0.90338, 2.82572, -3.01471], [-0.08536, -0.16848, -0.43472], [0.97348, 2.92030, -4.09299], [1.10500, 3.65212, -1.92175], [1.42482, 4.66901, -1.96609], [0.81791, 2.88272, -0.78617], [0.22779, 0.48843, -4.52817], [-0.43946, -1.47999, 0.98162], [-0.46414, -1.29852, 2.08493], [0.29211, -2.26958, 0.71170], [-1.46480, -1.71879, 0.61651], [-1.21683, -0.04546, -2.75341], [1.10742, -0.72414, -2.76460], [-1.46134, -0.24135, -1.42379], [1.09768, -1.01265, -1.40977], [-2.33393, -0.23034, -3.46419], [1.98807, -1.48711, -3.42519], [-2.25003, -0.12130, -4.54188], [2.04250, -1.37173, -4.50887], [-3.34878, -0.54051, -2.56837], [2.62264, -2.28894, -2.48939], [-2.78790, -0.53041, -1.29843], [2.06814, -1.95930, -1.25192], [-4.35309, -0.75910, -2.84855], [3.37648, -3.02104, -2.71090], [-3.23786, -0.72215, -0.34899], [2.33294, -2.30588, -0.27770], [-0.71287, 0.37728, 0.71646], [1.55389, 0.13966, 1.55187]]
}

***

3.
{
  "formula": "C5H14NP",
  "method": "ωB97M-V/def2-TZVPD",
  "relative_energy_ev": 1.304,
  "e_homo_ev": -8.14,
  "multiplicity": 1,
  "homo_lumo_gap_ev": 8.997,
  "elements": ["C", "C", "C", "C", "C", "N", "P", "H", "H", "H", "H", "H", "H", "H", "H", "H", "H", "H", "H", "H", "H"],
  "coordinates": [[2.29910, 1.02363, -0.30672], [-2.38135, -0.64582, 1.12861], [-1.49918, -0.17302, -1.57321], [1.97872, 0.00577, 0.82949], [0.85528, -0.89641, 0.36461], [-1.17271, 1.75219, 0.67180], [-1.13660, 0.28679, 0.15232], [2.61155, 0.32588, -1.11357], [1.47282, 1.69268, -0.55887], [3.17178, 1.69185, -0.10451], [-2.03152, -1.65147, 1.04881], [-2.49858, -0.26879, 2.13286], [-3.24320, -0.69844, 0.46910], [-0.56224, 0.11929, -2.06406], [-1.54485, -1.24491, -1.56565], [-2.33810, 0.15876, -2.21924], [1.82293, 0.41961, 1.78637], [2.77373, -0.77519, 0.79217], [0.98559, -1.25244, -0.64599], [0.80074, -1.62595, 1.09158], [-0.51068, 2.36978, 0.18258]]
}

***

4.
{
  "formula": "C17H18LiO11",
  "method": "ωB97M-V/def2-TZVPD",
  "relative_energy_ev": 2.914,
  "charge": -3,
  "e_homo_ev": 1.14,
  "multiplicity": 1,
  "homo_lumo_gap_ev": 4.700,
  "elements": ["Li", "C", "C", "C", "O", "C", "C", "C", "O", "O", "O", "H", "H", "C", "C", "C", "O", "C", "C", "C", "O", "O", "O", "H", "H", "C", "O", "C", "C", "O", "C", "H", "H", "H", "H", "H", "H", "H", "H", "H", "H", "C", "O", "H", "H", "H", "H"],
  "coordinates": [[-0.29406, 0.51365, -0.48549], [-0.70082, -2.58802, 2.04600], [0.41051, -1.86826, 1.41586], [1.81822, -2.05623, 2.14442], [2.76916, -1.34426, 1.70271], [1.89708, -2.78907, 3.45054], [0.77167, -3.41177, 3.92309], [-0.50984, -3.32845, 3.14500], [-1.61027, -3.83895, 3.55821], [0.99774, -4.05100, 5.01606], [0.33969, -1.11294, 0.40124], [-1.61912, -2.60676, 1.47787], [2.80850, -2.75650, 4.02903], [0.71462, 3.06875, -3.50495], [0.57980, 2.08113, -2.44557], [1.83621, 1.96214, -1.38871], [1.66400, 1.11939, -0.52590], [3.07115, 2.64502, -1.75434], [3.13795, 3.52086, -2.77540], [1.88002, 3.76455, -3.64044], [1.80474, 4.61885, -4.64282], [4.27369, 4.04577, -3.04795], [-0.35366, 1.27900, -2.29458], [-0.16105, 3.31024, -4.08914], [3.93837, 2.48064, -1.13199], [-3.04493, -1.08809, -0.80275], [-2.32397, 0.05505, -0.43664], [-2.86411, 0.75113, 0.68471], [-2.12191, 2.00277, 1.14370], [-0.63675, 1.86342, 1.01092], [0.12083, 2.96607, 1.49349], [-3.19746, -1.78901, 0.01795], [-2.59332, -1.56844, -1.67074], [-3.96066, -0.74935, -1.28730], [-2.94894, -0.01062, 1.45971], [-3.86732, 1.06625, 0.39772], [-2.40858, 2.30745, 2.15022], [-2.42028, 2.82932, 0.49879], [-0.25757, 3.77537, 0.86905], [1.18945, 2.76313, 1.42296], [-0.15485, 3.19020, 2.52396], [0.28501, -3.83008, -1.83241], [0.66851, -2.46967, -1.78972], [0.38416, -4.26070, -2.82882], [0.86305, -4.41718, -1.11876], [-0.77867, -3.89278, -1.60270], [0.60382, -2.15195, -0.88613]]
}

***

5.
{
  "formula": "C19H49FN9O2P2S",
  "method": "ωB97M-V/def2-TZVPD",
  "charge": 1,
  "e_homo_ev": -9.59,
  "multiplicity": 1,
  "homo_lumo_gap_ev": 6.937,
  "elements": ["C", "N", "C", "C", "C", "S", "N", "C", "C", "F", "N", "C", "H", "H", "H", "H", "H", "H", "H", "H", "H", "H", "H", "H", "H", "O", "P", "N", "C", "C", "N", "C", "C", "N", "C", "C", "H", "H", "H", "H", "H", "H", "H", "H", "H", "H", "H", "H", "H", "H", "H", "H", "H", "H", "O", "P", "N", "C", "C", "N", "C", "C", "N", "C", "C", "H", "H", "H", "H", "H", "H", "H", "H", "H", "H", "H", "H", "H", "H", "H", "H", "H", "H"],
  "coordinates": [[-7.66853, 0.83576, -4.48429], [-7.02461, 1.55245, -5.59377], [-5.55301, 1.58973, -5.47144], [-5.09059, 2.48389, -4.35338], [-4.83571, 3.81090, -4.51841], [-4.94479, 4.79460, -5.94642], [-4.47510, 4.29964, -3.24336], [-4.12489, 5.68738, -2.92662], [-4.51319, 3.28803, -2.42012], [-4.26181, 3.33747, -1.14697], [-4.87050, 2.16493, -3.02136], [-5.01719, 0.84347, -2.40081], [-7.72292, 1.43631, -3.56431], [-8.68458, 0.55014, -4.74741], [-7.11682, -0.06797, -4.22268], [-7.29364, 2.52283, -5.45597], [-5.16739, 0.57430, -5.37444], [-5.18955, 1.98547, -6.41767], [-3.66490, 4.73417, -6.35358], [-3.61657, 6.11330, -3.78600], [-5.02846, 6.24807, -2.70168], [-3.42960, 5.68582, -2.09123], [-5.98431, 0.80065, -1.90222], [-4.18771, 0.63370, -1.72871], [-5.06422, 0.11225, -3.20080], [-2.08328, -0.95037, -1.39401], [-0.71571, -1.53865, -1.23966], [0.14551, -0.80526, -2.52173], [0.53765, -1.35480, -3.79897], [0.33470, 0.62990, -2.41014], [-1.11971, -3.19804, -1.44958], [-0.47340, -4.09701, -2.38549], [-2.53402, -3.54756, -1.34168], [0.64138, -1.88779, -0.33299], [2.02628, -1.82496, -0.77123], [0.43983, -2.64811, 0.90067], [1.60062, -1.15966, -3.98980], [-0.03598, -0.91946, -4.62712], [0.42195, -2.43068, -3.85102], [1.08852, 0.88117, -1.65154], [-0.59740, 1.13098, -2.12491], [0.66236, 1.05548, -3.35779], [-0.82066, -3.94468, -3.41461], [-0.69680, -5.13237, -2.11775], [0.61428, -4.01588, -2.35303], [-3.08664, -3.32989, -2.26536], [-3.01114, -3.01236, -0.52660], [-2.63101, -4.61458, -1.13075], [2.26011, -2.59773, -1.50787], [2.68669, -1.97140, 0.08423], [2.28889, -0.85352, -1.18444], [0.54296, -3.72310, 0.72974], [-0.55314, -2.46549, 1.31080], [1.15377, -2.34933, 1.66923], [6.50630, -0.58590, 3.57070], [5.47472, -0.57393, 4.64471], [4.05701, -1.01854, 3.79185], [2.95854, -0.20654, 3.33939], [4.03484, -2.36771, 3.25577], [5.59681, 1.07828, 5.11791], [4.48157, 1.99563, 5.21101], [6.78577, 1.79872, 4.66641], [4.88936, -1.04988, 6.14120], [3.51895, -1.38559, 6.47533], [5.74222, -0.78432, 7.29920], [2.00550, -0.66896, 3.63858], [2.95366, -0.09997, 2.24535], [2.94645, 0.79096, 3.76524], [3.88263, -3.10663, 4.05543], [4.97367, -2.61281, 2.75041], [3.23064, -2.48903, 2.53147], [4.16027, 2.36177, 4.22708], [4.76765, 2.86871, 5.80349], [3.62797, 1.55681, 5.73180], [6.69794, 2.13324, 3.62548], [7.67446, 1.18147, 4.74865], [6.93926, 2.67807, 5.29677], [2.85806, -0.51434, 6.44212], [3.47930, -1.79140, 7.48702], [3.11128, -2.16039, 5.82859], [5.50601, 0.18180, 7.75426], [6.79273, -0.77392, 7.01123], [5.62798, -1.56516, 8.05315]]
}